No. 1
The following is a DFT calculation (the ωB97M-V functional and the def2-TZVPD basis) of 6 unconnected molecules or ions with the total composition C14H36O6S4 at a distorted geometry.

total charge: 0
orbital gap: 9.112 eV
HOMO: -8.9610 eV
total energy: -2599.0088 hartree
relative energy (zero: lowest compared OMol25 entry of this formula, charge and spin): 0.000 eV

Last column: Löwdin charge in e.
Atoms and positions in Å:
C 6.1904 -2.1293 -0.3430  -0.248
S 5.3098 -2.7359 -1.8822  0.831
O 5.9240 -1.8770 -2.9932  -0.571
C 3.7149 -2.0519 -1.5114  -0.300
H 6.2379 -1.0405 -0.3230  0.053
H 7.2426 -2.4070 -0.4049  0.040
H 5.7929 -2.5100 0.5978  0.044
H 3.1052 -2.5455 -2.2682  0.043
H 3.8077 -0.9685 -1.5875  0.071
H 3.3524 -2.3921 -0.5414  0.041
C 1.2224 1.1045 5.8117  -0.244
S -0.5243 0.3831 5.6978  0.843
O -1.6092 1.4142 6.0199  -0.579
C -0.4379 0.2277 3.8409  -0.262
H 1.5645 1.3552 6.8158  0.042
H 1.1933 2.0327 5.2409  0.036
H 1.9200 0.3564 5.4351  0.043
H -0.3367 1.2394 3.4483  0.030
H -1.4097 -0.1083 3.4792  0.033
H 0.3178 -0.4754 3.4906  0.052
C 0.6498 -0.3089 -5.2005  -0.246
S -0.0708 -0.2092 -3.4965  0.837
O 0.8754 0.7019 -2.7023  -0.572
C -1.4896 0.8427 -3.9400  -0.263
H 1.1214 0.6210 -5.5184  0.059
H -0.0261 -0.4957 -6.0350  0.052
H 1.4624 -1.0354 -5.1974  0.044
H -1.1833 1.7922 -4.3788  0.062
H -2.2082 0.9949 -3.1346  0.045
H -2.0593 0.4038 -4.7591  0.049
C 0.8081 3.6603 1.8312  -0.241
S 1.0291 4.4817 0.1217  0.868
O 2.4356 4.0407 -0.3887  -0.597
C -0.0751 3.3563 -0.8332  -0.269
H 1.2151 2.6507 1.7750  0.040
H -0.2770 3.6057 1.9190  0.030
H 1.2630 4.1709 2.6800  0.043
H -1.0127 3.0965 -0.3417  0.040
H 0.4674 2.4382 -1.0590  0.015
H -0.3158 3.8429 -1.7784  0.047
C -5.6590 -0.8365 1.0527  -0.015
C -5.2650 -1.3044 -0.3874  -0.405
O -5.6642 -0.6143 -1.3718  -0.003
C -4.3909 -2.5375 -0.6158  -0.022
H -6.6402 -1.1404 1.4174  0.079
H -5.8391 0.2347 0.9615  0.074
H -4.8362 -1.0787 1.7254  0.071
H -3.4143 -2.4577 -0.1382  0.056
H -4.1616 -2.6625 -1.6740  0.078
H -4.8860 -3.4249 -0.2214  0.086
C -1.1781 0.0716 0.0198  -0.022
C -0.8164 -1.2412 0.6435  -0.480
O -1.4252 -1.6847 1.5965  0.042
C 0.4666 -1.8590 0.0660  -0.012
H -1.8269 -0.1396 -0.8302  0.080
H -0.3105 0.5976 -0.3785  0.049
H -1.7439 0.7141 0.6946  0.089
H 1.3725 -1.6331 0.6285  0.081
H 0.6798 -1.5913 -0.9689  0.045
H 0.3520 -2.9354 0.1938  0.087

No. 2
The following is a DFT calculation (the ωB97M-V functional and the def2-TZVPD basis) of a molecular structure, C14H37As3N2Pt at a distorted geometry.

total charge: +4
orbital gap (alpha / beta): 3.157 / 1.958 eV
HOMO (alpha / beta): -20.1603 / -19.6354 eV
total energy: -7490.0599 hartree

Last column: Löwdin charge in e.
Atoms and positions in Å:
Pt -2.2997 0.2546 -1.3849  0.699
N -3.6480 2.1261 -1.7616  -0.003
C -4.3004 2.5191 -0.5222  -0.238
C -5.3696 1.5298 -0.0705  -0.155
C -4.8491 0.1818 0.4223  -0.230
N -4.1595 -0.6155 -0.6023  -0.086
H -3.0588 2.8785 -2.1152  0.104
H -4.3349 1.9084 -2.4864  0.129
H -4.7892 3.4989 -0.6495  0.153
H -3.5345 2.6595 0.2523  0.126
H -6.0914 1.3807 -0.8773  0.135
H -5.9059 1.9826 0.7652  0.144
H -5.7182 -0.3774 0.7978  0.148
H -4.1688 0.3193 1.2697  0.120
H -4.7679 -0.7302 -1.4217  0.121
H -3.9847 -1.5556 -0.2393  0.090
C 0.1032 -3.9813 0.1549  -0.243
As -0.7171 -2.2381 0.5209  1.178
C -2.0405 -2.6957 1.8833  -0.258
C 0.5762 -1.0704 1.5360  -0.300
C 1.7625 -0.4019 0.8158  -0.659
C 2.3875 -1.3363 -0.2151  -0.063
C 1.3314 0.9155 0.1543  -0.292
As 0.0390 0.9827 -1.3811  1.000
C -0.0273 2.9209 -1.6219  -0.272
C 0.9312 0.4007 -3.0239  -0.257
C 2.7875 -0.1029 1.9459  -0.218
As 4.7389 0.4966 1.6985  1.641
C 5.8868 -1.0520 1.3986  -0.170
C 5.1030 1.8049 0.2840  -0.180
H 0.8979 -3.9459 -0.5872  0.034
H -0.6698 -4.6659 -0.1971  0.058
H 0.4993 -4.3680 1.1007  0.062
H -1.4991 -3.2147 2.6797  0.059
H -2.7775 -3.3899 1.4789  0.053
H -2.5523 -1.8369 2.3096  0.035
H 0.9381 -1.7817 2.2851  0.093
H -0.0292 -0.3226 2.0556  0.097
H 1.6509 -1.5893 -0.9856  0.061
H 2.7376 -2.2549 0.2575  0.106
H 3.2410 -0.8522 -0.6955  0.085
H 2.2192 1.4011 -0.2715  0.072
H 0.9111 1.5968 0.9034  0.098
H 0.9881 3.3147 -1.7415  0.052
H -0.4930 3.4318 -0.7768  0.044
H -0.5816 3.1542 -2.5349  0.044
H 1.9511 0.7999 -3.0304  0.048
H 0.3895 0.8255 -3.8746  0.055
H 0.9668 -0.6799 -3.1566  0.036
H 2.9509 -1.0152 2.5291  0.094
H 2.3741 0.6443 2.6299  0.101
H 5.7092 -1.8348 2.1382  0.070
H 6.9258 -0.7218 1.4954  0.075
H 5.7463 -1.4495 0.3884  0.089
H 4.4904 2.7004 0.3791  0.061
H 4.9841 1.3472 -0.6997  0.080
H 6.1496 2.1039 0.3937  0.074

No. 3
The following is a DFT calculation (the ωB97M-V functional and the def2-TZVPD basis) of a molecular structure, C14H38ClN2O6 at a distorted geometry.

total charge: -1
orbital gap: 6.704 eV
HOMO: -3.5219 eV
total energy: -1576.9805 hartree
relative energy (zero: lowest compared OMol25 entry of this formula, charge and spin): 6.046 eV

Last column: Löwdin charge in e.
Atoms and positions in Å:
Cl 0.8352 1.0442 -0.8948  0.795
C -0.8223 0.0726 -3.2209  -0.157
O -0.6298 -0.6883 -2.0342  -0.329
C -0.0489 -2.0052 -2.4520  -0.156
C -0.3896 -3.0806 -1.4113  -0.235
N 0.1469 -2.8460 -0.0724  -0.037
C -0.4403 -3.8061 0.9462  -0.204
C -0.0968 -3.4487 2.3436  -0.257
O -0.3451 -2.1075 2.7568  -0.129
C 0.3863 -1.8449 3.9436  -0.140
H 0.1255 -0.0359 -3.7483  0.098
H -0.8566 1.1406 -3.0059  0.011
H -1.6692 -0.2742 -3.8129  0.073
H 1.0398 -1.9783 -2.4967  0.120
H -0.4893 -2.4320 -3.3531  0.108
H -0.0111 -4.0592 -1.7065  0.103
H -1.4665 -3.1800 -1.2753  0.101
H 1.1129 -3.1374 -0.1166  0.102
H -0.0515 -4.7838 0.6613  0.110
H -1.5152 -3.7525 0.7736  0.112
H 0.9441 -3.7515 2.4579  0.117
H -0.6474 -4.1938 2.9178  0.113
H 0.1655 -2.3953 4.8581  0.078
H -0.0515 -0.8747 4.1787  0.083
H 1.4650 -1.7001 3.8828  0.066
C -3.4267 -0.5627 -2.0495  -0.079
O -2.5541 0.0297 -1.0103  -0.204
C -2.9140 1.4246 -0.7400  -0.206
C -2.4528 1.8304 0.6158  -0.248
N -1.0254 1.7651 0.6823  -0.164
C -0.5438 2.3041 1.9272  -0.214
C 0.8886 1.9153 2.2663  -0.238
O 1.1652 0.5205 2.5615  -0.186
C 2.5851 0.5670 3.0032  -0.089
H -3.3257 -0.0350 -2.9978  0.063
H -4.4335 -0.5152 -1.6345  0.076
H -3.1124 -1.5887 -2.2409  0.078
H -4.0000 1.4639 -0.6546  0.101
H -2.6418 2.1063 -1.5459  0.122
H -2.8807 1.1191 1.3222  0.126
H -2.8184 2.8361 0.8232  0.107
H -0.6127 2.2624 -0.0939  0.025
H -1.1603 2.2385 2.8237  0.119
H -0.3687 3.3462 1.6600  0.113
H 0.8733 2.4331 3.2254  0.102
H 1.6341 2.2605 1.5499  0.097
H 3.1880 0.6063 2.0959  0.060
H 2.9801 -0.3208 3.4971  0.065
H 2.8040 1.4628 3.5843  0.073
C 0.4820 2.7011 -2.8648  -0.291
O 1.6675 2.0076 -2.8058  -0.261
H -0.2784 1.9361 -2.7083  -0.038
H 0.3389 3.5665 -2.2176  0.072
H 0.4926 3.0861 -3.8845  0.082
H 1.7313 1.5142 -1.9847  -0.226
C 3.7931 1.8368 -0.3782  -0.183
O 3.0506 0.6327 -0.1218  -0.266
H 3.7125 2.7229 0.2514  0.060
H 4.8567 1.5989 -0.3669  0.061
H 3.4469 2.0951 -1.3790  0.055
H 2.1691 0.9509 -0.3300  -0.307

No. 4
The following is a DFT calculation (the ωB97M-V functional and the def2-TZVPD basis) of 10 unconnected molecules or ions with the total composition C14H38F36N4O4P6 at a distorted geometry.

total charge: -2
orbital gap: 8.888 eV
HOMO: -6.4758 eV
total energy: -6720.9115 hartree

Last column: Löwdin charge in e.
Atoms and positions in Å:
C -2.0883 0.3412 1.5826  0.020
C -1.3585 0.4951 0.2805  -0.385
O -1.8898 0.6344 -0.7590  0.150
N 0.1750 0.3584 0.3448  0.132
H 0.4621 -0.2588 1.0910  0.106
H 0.5154 0.0106 -0.5402  0.099
C 0.8760 1.7269 0.5391  0.016
H -1.9315 1.2165 2.2129  0.097
H -1.8563 -0.5839 2.1104  0.070
H -3.1673 0.2546 1.4546  0.093
H 1.9601 1.6167 0.5629  0.079
H 0.6115 2.1203 1.5206  0.079
H 0.6094 2.4727 -0.2098  0.070
C -1.6185 -2.9653 4.8109  0.004
C -0.3828 -3.7578 5.1997  -0.395
O -0.3521 -4.8738 5.6505  0.136
N 0.7684 -2.8299 5.2093  0.111
H 0.4090 -1.9090 5.0025  0.082
H 1.1175 -2.8390 6.1570  0.170
C 1.9728 -3.3858 4.3390  0.074
H -1.5485 -2.5578 3.8024  0.080
H -1.7780 -2.1345 5.4983  0.098
H -2.4350 -3.6851 4.7542  0.098
H 2.8491 -2.7640 4.5225  0.090
H 1.7445 -3.2558 3.2811  0.073
H 2.1030 -4.4171 4.6669  0.091
C 5.9118 4.3637 -3.8330  0.010
C 4.8052 5.2274 -3.3220  -0.325
O 4.8158 6.4491 -3.3337  0.130
N 3.6038 4.4186 -2.7288  0.110
H 3.0727 3.9597 -3.4550  0.148
H 3.8495 3.6789 -2.0864  0.094
C 2.7696 5.3926 -1.8413  0.031
H 6.0577 3.5158 -3.1638  0.089
H 6.8781 4.8420 -3.9932  0.093
H 5.6757 3.8700 -4.7756  0.094
H 3.3740 5.8474 -1.0565  0.091
H 1.9931 4.8109 -1.3445  0.092
H 2.3305 6.1836 -2.4492  0.094
C -2.8057 -2.1480 -2.8266  0.056
N -2.4015 -3.0586 -4.0331  -0.286
C -2.3280 -2.3476 -5.3891  0.007
C -0.9151 -3.4844 -3.7206  0.040
C -3.1957 -4.3667 -4.2102  -0.114
C -4.6664 -4.2389 -4.0988  -0.242
O -5.2105 -3.2735 -4.9891  -0.065
H -2.0854 -1.3534 -2.6324  0.101
H -2.9523 -2.7731 -1.9458  0.106
H -3.7164 -1.5922 -3.0496  0.103
H -2.1036 -2.9955 -6.2364  0.105
H -1.5953 -1.5686 -5.1784  0.106
H -3.2552 -1.8119 -5.5924  0.093
H -0.9837 -3.9884 -2.7565  0.087
H -0.2743 -2.6043 -3.6656  0.108
H -0.6004 -4.0785 -4.5785  0.100
H -2.9726 -4.9787 -3.3363  0.140
H -2.8969 -4.8209 -5.1550  0.135
H -4.9139 -4.0381 -3.0565  0.130
H -5.1799 -5.1301 -4.4596  0.129
H -5.9027 -2.7657 -4.5595  0.098
P -0.1714 -3.5303 0.6106  0.174
F -1.5584 -2.7937 0.2923  -0.168
F -0.6161 -4.7136 -0.3655  -0.164
F 0.4594 -2.7225 -0.6828  -0.168
F 1.1618 -4.3830 1.0473  -0.162
F 0.1520 -2.3559 1.6431  -0.152
F -1.0377 -4.2184 1.8339  -0.185
P 4.9309 3.5270 0.8849  0.196
F 6.5720 3.5075 0.9653  -0.177
F 5.0259 5.1312 0.6658  -0.201
F 5.0408 3.3618 -0.6996  -0.169
F 3.3762 3.8453 0.6499  -0.163
F 4.7549 1.8877 1.1207  -0.165
F 4.6840 3.8720 2.4583  -0.160
P -1.8835 4.6639 -0.3572  0.186
F -3.1346 4.9117 -1.2854  -0.154
F -2.7476 3.3730 0.2553  -0.209
F -1.1979 3.8182 -1.5327  -0.156
F -0.6781 4.2610 0.7813  -0.216
F -1.1270 6.0381 -0.7943  -0.178
F -2.6173 5.4708 0.8329  -0.185
P 2.4923 0.7730 -2.8591  0.203
F 3.3292 0.5154 -1.4286  -0.173
F 3.7531 1.4337 -3.5370  -0.138
F 2.8791 -0.7720 -3.3049  -0.184
F 1.7040 0.9811 -4.2558  -0.171
F 1.1761 0.2442 -2.1693  -0.151
F 1.9474 2.2913 -2.3951  -0.186
P 1.0553 0.7795 4.5922  0.323
F -0.0533 1.7515 3.8942  -0.157
F 2.2573 1.8955 4.2682  -0.186
F 0.9350 1.5876 6.0015  -0.165
F 2.1052 -0.3513 5.2962  -0.210
F -0.1600 -0.2602 4.9061  -0.167
F 1.3672 0.1008 3.0883  -0.192
P -4.8926 -1.1559 4.1975  0.225
F -6.1368 -2.2394 4.1344  -0.197
F -5.6390 -0.3310 3.0225  -0.175
F -5.6748 -0.2865 5.3362  -0.177
F -3.6636 -0.0668 4.1538  -0.181
F -4.0903 -2.0312 5.3899  -0.219
F -4.0291 -1.9829 3.1136  -0.176